{
  "formula": "C18H36AsBF6MgN3O21",
  "method": "wB97M-V/def2-TZVPD",
  "species": ["Mg", "O", "C", "O", "B", "O", "C", "O", "O", "C", "O", "C", "O", "O", "N", "O", "O", "O", "As", "F", "F", "F", "F", "F", "F", "C", "N", "O", "O", "H", "H", "H", "C", "N", "O", "O", "H", "H", "H", "C", "O", "C", "C", "O", "C", "H", "H", "H", "H", "H", "H", "H", "H", "H", "H", "C", "O", "C", "C", "O", "C", "H", "H", "H", "H", "H", "H", "H", "H", "H", "H", "C", "O", "C", "C", "O", "C", "H", "H", "H", "H", "H", "H", "H", "H", "H", "H"],
  "positions_angstrom": [[1.73512, 0.82536, -2.27374], [6.23309, -6.05605, -2.68715], [5.60438, -5.42815, -1.85491], [5.23143, -4.15720, -1.99154], [4.51649, -3.67165, -0.78158], [4.37476, -4.91214, -0.02834], [5.06066, -5.94001, -0.54722], [5.12296, -7.02736, -0.03515], [3.22854, -2.98670, -1.19213], [3.34440, -1.76198, -0.75988], [2.68841, -0.73442, -1.08614], [4.67854, -1.55694, 0.04888], [5.30161, -2.66644, 0.01567], [5.06341, -0.49150, 0.55807], [3.94810, 2.74983, -0.89987], [4.15933, 3.87225, -1.29380], [3.03287, 2.05648, -1.33966], [4.61490, 2.26322, -0.02592], [-0.60653, 1.49144, 0.49030], [-1.88087, 1.84784, 1.65237], [-1.35762, 2.62436, -0.71743], [0.72691, 0.94854, -0.74350], [0.11699, 0.35631, 1.64870], [-1.59185, 0.16111, -0.20379], [0.55002, 2.72255, 1.10995], [-1.98518, -2.30716, 1.82830], [-2.71619, -3.20563, 2.77356], [-2.05405, -3.64628, 3.73652], [-3.89595, -3.39555, 2.54365], [-2.12194, -2.69486, 0.81880], [-0.93218, -2.29126, 2.10943], [-2.38158, -1.31094, 2.02453], [-4.91609, 0.68139, 3.08646], [-5.56350, -0.15970, 4.13689], [-5.82519, 0.31056, 5.28891], [-5.99647, -1.23439, 3.74840], [-3.84339, 0.49567, 3.14063], [-5.11947, 1.73428, 3.28180], [-5.33934, 0.27864, 2.16627], [8.05165, -0.47624, 2.64353], [6.70585, -0.01378, 2.51611], [6.06997, -0.06767, 3.76347], [4.59192, 0.29620, 3.58114], [4.39910, 1.25603, 2.57847], [3.00489, 1.40002, 2.36204], [8.55537, 0.18945, 3.34441], [8.69217, -0.44249, 1.76222], [8.05820, -1.46769, 3.09639], [6.56764, 0.62985, 4.43718], [6.16056, -1.06934, 4.18363], [4.26117, 0.54046, 4.59062], [4.11632, -0.64070, 3.29113], [2.85555, 2.34562, 1.84085], [2.34717, 1.48433, 3.22714], [2.61647, 0.61181, 1.71709], [0.06795, -1.81632, -2.60742], [0.36724, -0.43872, -2.86155], [-0.53562, 0.02637, -3.86351], [-0.00631, 1.45636, -4.25274], [0.77634, 2.20498, -3.23077], [1.47287, 3.32325, -3.86341], [0.32045, -2.41331, -3.48374], [-0.96073, -1.95774, -2.27589], [0.73026, -2.18767, -1.82540], [-1.49999, 0.22412, -3.39554], [-0.66801, -0.57417, -4.76347], [-0.89206, 2.00964, -4.56489], [0.54724, 1.25682, -5.17027], [2.10035, 3.13581, -4.73475], [2.00779, 3.91533, -3.12084], [0.67537, 3.93195, -4.28953], [-9.55599, 2.12923, -2.06119], [-8.59231, 1.29284, -1.37022], [-7.76043, 1.98394, -0.57193], [-6.43811, 1.35335, -0.20082], [-5.73391, 1.35414, -1.43763], [-4.45834, 0.80115, -1.52362], [-10.15252, 1.39767, -2.60623], [-9.09052, 2.87963, -2.70021], [-10.20723, 2.58276, -1.31401], [-8.21247, 2.13567, 0.40824], [-7.63514, 3.01055, -0.91612], [-6.55148, 0.32533, 0.14331], [-5.89228, 2.06427, 0.41947], [-4.28804, 0.83845, -2.59959], [-4.27171, -0.17613, -1.07842], [-3.92180, 1.57098, -0.96903]],
  "mulliken_charge": [0.97, -0.61, 0.60, -0.49, 1.08, -0.54, 0.65, -0.59, -0.48, 0.40, 0.07, 0.19, -0.67, -0.38, 0.69, -0.71, -0.59, -0.50, 2.11, -0.52, -0.50, -0.22, -0.47, -0.48, -0.44, -0.41, 0.90, -0.54, -0.52, 0.25, 0.28, 0.01, -0.52, 0.90, -0.56, -0.49, 0.21, 0.33, 0.12, -0.97, -0.03, -0.71, -0.54, -0.28, -0.74, 0.36, 0.26, 0.33, 0.39, 0.36, 0.48, 0.23, 0.24, 0.52, 0.04, -0.79, 0.11, -0.29, -0.72, 0.00, -0.90, 0.34, 0.31, 0.16, 0.13, 0.43, 0.41, 0.42, 0.36, 0.28, 0.32, -0.72, -0.33, -0.85, -0.19, -0.41, -0.57, 0.25, 0.32, 0.31, 0.39, 0.39, 0.33, 0.29, 0.23, 0.24, 0.27],
  "spin_multiplicity": 1,
  "homo_energy_ev": -6.35,
  "energy_ev": -149981.32745,
  "gap_ev": 7.30,
  "charge": -1
}